{"formula": "C53H72BN9OPS3W", "method": "ωB97M-V with the def2-TZVPD basis set", "total_charge": 1, "multiplicity": 3, "e_homo_ev": [-9.0, -9.5], "species": ["W", "C", "C", "C", "C", "N", "C", "C", "N", "B", "N", "C", "C", "N", "C", "S", "C", "C", "C", "C", "N", "C", "C", "N", "C", "S", "C", "C", "C", "C", "C", "S", "H", "H", "H", "H", "H", "H", "H", "H", "H", "H", "H", "H", "H", "H", "H", "H", "H", "H", "H", "H", "H", "H", "H", "H", "H", "H", "H", "H", "H", "H", "H", "H", "H", "H", "C", "N", "C", "C", "C", "C", "C", "C", "C", "C", "H", "H", "H", "H", "H", "H", "H", "H", "H", "H", "H", "H", "C", "C", "C", "C", "C", "C", "P", "C", "C", "C", "C", "C", "C", "C", "C", "C", "C", "C", "C", "H", "H", "H", "H", "H", "H", "H", "H", "H", "H", "H", "H", "H", "H", "C", "N", "C", "C", "O", "N", "C", "C", "H", "H", "H", "H", "H", "H", "H", "H", "H", "H", "H", "H"], "coordinates": [[0.5030, -0.2529, -0.3704], [-4.8682, -4.4567, 2.1054], [-3.7687, -3.8417, 1.2424], [-2.9070, -4.9690, 0.6764], [-4.4265, -3.0136, 0.1381], [-2.9176, -2.9528, 2.0984], [-3.1292, -2.7373, 3.4523], [-2.1725, -1.8987, 3.8845], [-1.3496, -1.6088, 2.8124], [-0.1989, -0.5921, 2.8063], [-0.7598, 0.7763, 3.1843], [-0.8134, 1.4074, 4.4057], [-1.5436, 2.5276, 4.2498], [-1.9323, 2.5979, 2.9182], [-1.4164, 1.5154, 2.2701], [-1.5870, 1.1700, 0.5900], [-2.8134, 3.6697, 2.3512], [-3.2029, 4.6316, 3.4706], [-4.0859, 3.0260, 1.7997], [-2.0650, 4.4509, 1.2748], [0.9913, -1.0032, 3.6419], [1.0846, -1.9728, 4.6217], [2.3453, -1.9605, 5.0840], [3.0416, -0.9661, 4.4051], [2.2033, -0.3956, 3.4924], [2.4856, 0.7366, 2.2634], [4.5059, -0.7477, 4.6210], [4.8175, -1.0227, 6.0950], [4.9353, 0.6844, 4.3154], [5.2518, -1.7326, 3.7216], [-1.8237, -2.2379, 1.7206], [-1.2272, -2.1202, 0.1034], [-5.4720, -5.0990, 1.4666], [-5.5294, -3.6991, 2.5280], [-4.4632, -5.0759, 2.9068], [-3.5393, -5.6425, 0.0971], [-2.4509, -5.5410, 1.4865], [-2.1235, -4.5884, 0.0253], [-5.1304, -3.6458, -0.4043], [-3.6943, -2.6251, -0.5648], [-4.9791, -2.1768, 0.5699], [-3.9426, -3.1824, 3.9897], [-2.0174, -1.4648, 4.8570], [0.0973, -0.4479, 1.6588], [-0.3250, 1.0079, 5.2776], [-1.8206, 3.2696, 4.9718], [-3.7629, 4.1336, 4.2634], [-3.8469, 5.3983, 3.0426], [-2.3342, 5.1334, 3.8988], [-4.5900, 2.4511, 2.5789], [-3.8706, 2.3703, 0.9591], [-4.7638, 3.8104, 1.4608], [-1.1636, 4.9000, 1.6946], [-2.7087, 5.2541, 0.9127], [-1.7864, 3.8193, 0.4345], [0.2572, -2.6052, 4.8904], [2.8001, -2.5658, 5.8435], [4.1583, -0.4486, 6.7472], [5.8433, -0.7181, 6.2952], [4.7424, -2.0786, 6.3540], [4.3370, 1.4040, 4.8761], [4.8578, 0.9236, 3.2614], [5.9756, 0.7883, 4.6259], [4.9355, -2.7582, 3.9204], [6.3255, -1.6631, 3.8995], [5.0614, -1.5006, 2.6716], [3.4312, -1.6900, -0.3062], [1.9925, -2.0468, -0.2167], [1.8825, -2.7915, 1.0657], [1.6679, -3.0145, -1.3196], [1.1256, -2.3441, -2.5661], [0.7932, -3.3756, -3.6836], [-0.3550, -3.0078, -4.6526], [-1.0428, -1.6589, -4.3616], [-1.0008, -1.1652, -2.9512], [0.0367, -1.3883, -2.1425], [4.0325, -2.5763, -0.0801], [3.6515, -0.9027, 0.4116], [3.6862, -1.3519, -1.3006], [2.4384, -3.7302, 0.9790], [0.8452, -3.0083, 1.2960], [2.3301, -2.1937, 1.8535], [0.8804, -3.6696, -0.9434], [2.5531, -3.6292, -1.5195], [0.8661, -4.4230, -3.3927], [-0.9987, -3.8253, -4.9668], [-2.0477, -1.5985, -4.7785], [-1.7538, -0.4515, -2.6441], [6.5750, 1.4365, -1.9560], [5.7469, 1.6908, -0.8688], [4.3906, 1.4259, -0.9485], [3.8496, 0.8961, -2.1192], [4.6786, 0.6569, -3.2110], [6.0399, 0.9239, -3.1274], [2.0515, 0.6277, -2.2429], [1.7802, -0.2400, -3.7826], [2.1675, -1.6696, -3.5580], [1.8135, -2.7013, -4.6418], [0.6665, -2.3154, -5.6022], [0.0109, -0.9403, -5.3449], [0.8055, 0.0956, -4.6276], [1.4200, 2.2262, -1.8594], [1.6567, 3.5091, -2.3467], [1.4944, 4.5587, -1.4677], [1.1667, 4.2984, -0.1318], [0.9322, 3.0155, 0.3250], [1.0240, 1.9213, -0.5510], [7.6344, 1.6475, -1.8913], [6.1586, 2.1024, 0.0438], [3.7495, 1.6324, -0.0988], [4.2629, 0.2718, -4.1346], [6.6772, 0.7375, -3.9819], [3.2028, -1.7606, -3.2262], [2.6491, -3.2397, -5.0815], [0.7986, -2.5965, -6.6434], [-0.4907, -0.5399, -6.2237], [0.4239, 1.1135, -4.6275], [1.9963, 3.6705, -3.3628], [1.6651, 5.5779, -1.7904], [1.0956, 5.1312, 0.5581], [0.6864, 2.8625, 1.3685], [-4.3204, 0.3401, -1.7950], [-4.1377, 1.2986, -2.8705], [-4.8410, 0.9700, -4.0990], [-2.9439, 1.9979, -2.8885], [-1.9838, 1.6646, -2.2011], [-2.9010, 3.0928, -3.7129], [-1.6240, 3.7527, -3.8989], [-4.0698, 3.8819, -4.0536], [-5.3860, 0.1241, -1.7030], [-3.9562, 0.7536, -0.8579], [-3.7906, -0.6022, -1.9751], [-4.7320, -0.0976, -4.3194], [-4.4320, 1.5263, -4.9374], [-5.9076, 1.1920, -4.0179], [-0.8263, 3.0775, -3.6055], [-1.5471, 4.6523, -3.2794], [-1.5059, 4.0415, -4.9455], [-4.9487, 3.4981, -3.5436], [-4.2593, 3.8891, -5.1303], [-3.9136, 4.9152, -3.7331]], "forces_ev_per_a": [[0.23, 0.16, 0.74], [0.01, 0.01, 0.01], [-0.04, 0.01, -0.03], [0.00, -0.01, -0.01], [0.00, 0.00, 0.00], [0.05, -0.03, 0.05], [-0.05, 0.02, -0.02], [0.07, 0.01, -0.01], [0.09, -0.07, 0.01], [-0.31, 0.09, -0.06], [0.11, 0.12, -0.16], [-0.04, -0.04, -0.01], [-0.07, -0.02, 0.02], [0.10, 0.03, 0.00], [-0.01, 0.08, -0.01], [-0.28, -0.13, -0.13], [-0.05, -0.03, -0.01], [0.00, 0.00, 0.01], [0.01, 0.00, 0.02], [0.01, -0.01, 0.00], [-0.02, 0.21, 0.23], [-0.03, -0.08, -0.10], [0.03, 0.06, 0.04], [-0.03, 0.06, 0.05], [0.00, -0.16, -0.09], [0.12, 0.10, -0.02], [0.05, -0.04, -0.04], [0.00, -0.06, -0.02], [-0.03, 0.02, 0.06], [-0.01, 0.05, -0.05], [-0.06, 0.05, 0.04], [-0.16, -0.16, -0.13], [0.01, 0.00, 0.00], [0.00, 0.00, 0.00], [0.00, 0.01, 0.01], [0.00, 0.00, 0.00], [0.00, 0.00, 0.00], [0.00, -0.01, 0.01], [0.01, -0.01, 0.00], [-0.01, 0.01, 0.01], [0.00, 0.00, 0.00], [0.00, -0.01, 0.00], [0.00, -0.02, 0.00], [0.48, -0.34, -0.12], [0.01, 0.01, -0.01], [0.02, 0.00, 0.00], [0.00, 0.00, 0.00], [0.00, 0.00, 0.00], [-0.01, 0.00, 0.00], [0.00, 0.00, 0.00], [-0.01, 0.01, -0.01], [0.01, 0.00, 0.00], [0.00, 0.00, -0.01], [0.00, -0.01, 0.00], [0.01, 0.00, -0.01], [0.00, 0.02, 0.01], [-0.01, 0.01, 0.01], [0.01, 0.01, 0.00], [0.00, -0.01, -0.01], [-0.01, 0.00, 0.00], [-0.01, 0.00, -0.01], [0.00, 0.00, 0.00], [-0.01, 0.00, 0.01], [0.01, 0.00, 0.00], [0.00, 0.01, 0.00], [-0.01, -0.01, 0.00], [-0.02, 0.01, -0.03], [-0.03, -0.27, -0.17], [0.04, 0.04, 0.01], [-0.01, 0.03, 0.03], [-0.08, -0.02, 0.05], [0.00, 0.00, 0.01], [0.03, 0.04, 0.01], [0.00, 0.01, 0.00], [0.02, 0.07, -0.03], [0.04, 0.06, -0.06], [0.00, 0.00, 0.01], [0.00, 0.01, -0.01], [0.01, -0.01, 0.00], [0.01, 0.01, 0.00], [-0.02, -0.01, -0.01], [-0.02, 0.01, 0.02], [0.00, -0.01, 0.00], [0.01, 0.01, 0.00], [0.00, 0.00, -0.01], [0.00, 0.00, 0.00], [0.00, -0.02, 0.00], [0.00, 0.02, -0.03], [0.00, -0.01, -0.03], [-0.02, 0.00, 0.02], [-0.01, 0.01, 0.01], [0.02, 0.05, -0.09], [0.01, -0.03, 0.01], [0.01, 0.00, 0.03], [0.07, -0.01, 0.13], [0.03, 0.04, -0.05], [-0.04, -0.01, -0.01], [-0.01, 0.00, 0.01], [-0.03, -0.02, 0.03], [0.00, 0.00, -0.03], [0.01, 0.00, 0.00], [-0.04, -0.16, 0.00], [0.01, 0.04, 0.02], [0.01, 0.00, -0.04], [-0.01, -0.02, 0.02], [-0.01, 0.01, 0.04], [-0.07, 0.06, -0.07], [0.00, 0.00, 0.00], [0.00, 0.00, 0.00], [0.00, 0.00, -0.01], [0.00, 0.01, 0.00], [0.00, 0.00, 0.00], [0.00, -0.02, 0.00], [0.00, 0.00, 0.00], [-0.01, 0.00, 0.00], [0.02, 0.01, -0.01], [-0.02, -0.01, 0.02], [-0.01, 0.01, 0.00], [0.00, -0.01, -0.01], [0.01, -0.01, 0.01], [0.00, 0.01, 0.00], [0.02, -0.02, -0.01], [-0.04, 0.03, 0.06], [0.02, -0.01, -0.03], [-0.02, 0.04, -0.02], [-0.11, 0.11, -0.05], [0.02, -0.05, -0.07], [-0.01, 0.00, 0.01], [0.00, 0.01, 0.01], [0.00, 0.02, 0.01], [0.03, -0.02, -0.01], [-0.01, 0.00, -0.02], [0.00, 0.00, 0.00], [0.00, 0.00, 0.00], [0.00, 0.00, 0.00], [0.00, 0.00, -0.02], [0.00, -0.01, 0.01], [-0.01, 0.01, 0.00], [0.00, 0.00, 0.00], [0.00, 0.00, 0.00], [0.00, 0.00, 0.01]]}